No. 1
The following is a quantum chemistry calculation of C19H22N2O2 in the gas phase, from OMol25.

Geometry as XYZ:
```
45
Properties=species:S:1:pos:R:3
C 1.288 -3.799 -0.203
C 1.363 -2.442 -0.862
O 2.389 -1.803 -0.980
N 0.169 -2.003 -1.330
H -0.664 -2.506 -1.069
C -0.008 -0.635 -1.781
C -0.855 -0.578 -3.027
C -2.134 -1.123 -3.043
C -2.908 -1.066 -4.187
C -2.416 -0.460 -5.331
C -1.145 0.086 -5.324
C -0.369 0.025 -4.179
H 0.626 0.447 -4.181
H -0.754 0.559 -6.213
H -3.022 -0.415 -6.224
H -3.899 -1.495 -4.186
H -2.532 -1.594 -2.155
H 1.003 -0.277 -2.005
C -0.618 0.220 -0.647
C 0.054 -0.153 0.669
O -0.481 -0.877 1.486
N 1.294 0.342 0.813
H 1.709 0.873 0.065
C 2.124 0.057 1.957
H 3.075 -0.365 1.617
H 1.589 -0.686 2.552
C 2.361 1.324 2.794
C 1.039 1.871 3.252
C 0.436 1.384 4.404
C -0.816 1.829 4.786
C -1.486 2.764 4.016
C -0.894 3.256 2.866
C 0.360 2.811 2.488
H 0.819 3.202 1.590
H -1.411 3.986 2.260
H -2.467 3.108 4.310
H -1.274 1.441 5.684
H 0.952 0.647 5.003
H 2.986 1.065 3.649
H 2.889 2.064 2.189
H -0.491 1.280 -0.869
H -1.683 0.006 -0.552
H 0.746 -3.700 0.736
H 0.766 -4.509 -0.840
H 2.292 -4.160 0.002
```

For the HOMO energy, the calculation gives -8.980 eV. As for the energy above the lowest of the compared OMol25 structures with the same formula, charge and spin: 0.323 eV. Its spin multiplicity is 1. The value obtained for the largest force on an atom is 0.0130 hartree/bohr. As for the LUMO energy: 0.726 eV. As for the structure (SMILES): CC(=O)N[C@H](CC(=O)NCCc1ccccc1)c1ccccc1. For the orbital gap, the calculation gives 9.71 eV.

***

No. 2
The following is a quantum chemistry calculation of C19H22N2O3S in the gas phase, from OMol25.

Geometry as XYZ:
```
47
Properties=species:S:1:pos:R:3
O 2.283 -1.172 0.987
C 1.731 -1.803 0.120
N 0.492 -1.505 -0.388
C -0.374 -0.468 -0.043
C -0.093 0.441 0.978
C -0.998 1.443 1.270
C -2.174 1.545 0.551
C -2.466 0.652 -0.461
C -1.568 -0.355 -0.758
H -1.790 -1.061 -1.547
H -3.395 0.757 -0.998
S -3.308 2.866 0.947
O -4.419 2.804 0.033
O -3.592 2.850 2.351
N -2.310 4.190 0.645
C -2.650 5.391 1.392
H -1.721 5.909 1.655
H -3.175 5.102 2.301
C -3.484 6.221 0.420
H -4.493 5.811 0.368
H -3.534 7.273 0.695
C -2.748 5.984 -0.899
H -3.393 6.106 -1.766
H -1.908 6.674 -0.987
C -2.233 4.539 -0.769
H -1.198 4.440 -1.107
H -2.856 3.840 -1.331
H -0.808 2.153 2.058
H 0.828 0.351 1.530
H 0.148 -2.109 -1.123
C 2.333 -3.031 -0.545
H 1.668 -3.883 -0.382
H 2.398 -2.857 -1.622
C 3.724 -3.343 0.015
C 4.296 -4.557 -0.657
C 4.075 -5.826 -0.136
C 4.570 -6.948 -0.776
C 5.292 -6.816 -1.950
C 5.517 -5.556 -2.479
C 5.021 -4.436 -1.836
H 5.203 -3.454 -2.250
H 6.082 -5.446 -3.393
H 5.680 -7.691 -2.450
H 4.394 -7.928 -0.358
H 3.516 -5.933 0.782
H 4.369 -2.478 -0.144
H 3.641 -3.505 1.091
```

For the HOMO energy, the calculation gives -8.905 eV. As for the energy above the lowest of the compared OMol25 structures with the same formula, charge and spin: 1.494 eV. Its spin multiplicity is 1. The value obtained for the largest force on an atom is 0.0228 hartree/bohr. As for the LUMO energy: 0.499 eV. As for the structure (SMILES): O=C(CCc1ccccc1)Nc1ccc(S(=O)(=O)N2CCCC2)cc1. For the orbital gap, the calculation gives 9.40 eV.

***

No. 3
The following is a quantum chemistry calculation of C19H22N2O4 in the gas phase, from OMol25.

Geometry as XYZ:
```
47
Properties=species:S:1:pos:R:3
C 3.907 2.135 -2.588
H 3.684 2.611 -3.539
H 4.876 1.647 -2.666
C 2.828 1.126 -2.212
H 3.055 0.727 -1.220
H 1.863 1.634 -2.153
C 2.729 -0.034 -3.211
C 2.074 0.396 -4.519
H 2.639 1.196 -4.988
H 2.025 -0.441 -5.212
H 1.060 0.744 -4.335
H 3.737 -0.408 -3.419
C 1.932 -1.211 -2.606
N 0.593 -0.836 -2.234
C -0.471 -1.578 -2.652
O -0.416 -2.352 -3.586
N -1.665 -1.328 -2.016
C -1.932 -0.668 -0.813
C -1.080 -0.746 0.289
C -1.395 -0.092 1.465
C -2.580 0.628 1.574
C -3.444 0.691 0.485
C -3.120 0.052 -0.693
H -3.796 0.101 -1.534
H -4.361 1.250 0.578
O -2.920 1.349 2.689
C -2.618 0.876 3.940
C -2.586 -0.478 4.255
C -2.336 -0.872 5.557
C -2.126 0.070 6.550
C -2.174 1.418 6.237
C -2.418 1.824 4.939
H -2.462 2.870 4.678
H -2.018 2.159 7.006
H -1.930 -0.246 7.563
H -2.312 -1.925 5.796
H -2.766 -1.215 3.486
H -0.718 -0.147 2.304
H -0.176 -1.335 0.248
H -2.468 -1.673 -2.524
H 0.496 -0.274 -1.404
C 2.651 -1.794 -1.403
O 2.202 -1.816 -0.286
O 3.851 -2.286 -1.711
H 4.281 -2.659 -0.925
H 1.836 -2.002 -3.362
H 3.974 2.911 -1.829
```

For the HOMO energy, the calculation gives -8.127 eV. As for the energy above the lowest of the compared OMol25 structures with the same formula, charge and spin: 0.391 eV. Its spin multiplicity is 1. The value obtained for the largest force on an atom is 0.0128 hartree/bohr. As for the LUMO energy: 0.634 eV. As for the structure (SMILES): CC[C@H](C)[C@H](NC(=O)Nc1ccc(Oc2ccccc2)cc1)C(=O)O. For the orbital gap, the calculation gives 8.76 eV.